Molecular formula: C46H101Cl4N3O27
Method: DFT, ωB97M-V with the def2-TZVPD basis set

Each line ends with the Mulliken charge.
Cartesian coordinates (Å):
C1 -9.851 13.187 14.044  -1.28
C2 -10.842 13.131 12.921  0.48
C3 -10.201 12.836 11.585  -0.88
O1 -9.134 13.669 11.262  -0.28
C4 -9.463 15.037 11.086  -0.82
N1 -11.838 12.122 13.228  -0.75
H1 -10.314 13.454 14.994  0.39
H2 -9.222 14.049 13.824  0.30
H3 -9.299 12.250 14.128  0.31
H4 -11.364 14.071 12.740  0.30
H5 -10.904 12.819 10.752  0.38
H6 -9.814 11.822 11.685  0.38
H7 -10.108 15.483 11.843  0.32
H8 -10.048 15.303 10.205  0.34
H9 -8.523 15.585 11.141  0.27
H10 -12.489 12.238 12.465  0.27
H11 -12.355 12.430 14.039  0.26
C5 -5.473 -7.114 22.273  -1.36
C6 -5.819 -5.669 21.844  0.64
C7 -4.627 -4.677 21.548  -0.71
O2 -3.601 -4.521 22.503  -0.32
C8 -4.005 -4.372 23.889  -0.68
N2 -6.771 -5.769 20.731  -0.70
H12 -4.981 -7.624 21.445  0.32
H13 -6.377 -7.643 22.574  0.37
H14 -4.875 -7.236 23.176  0.31
H15 -6.409 -5.251 22.659  0.20
H16 -5.007 -3.689 21.292  0.35
H17 -4.208 -5.090 20.630  0.37
H18 -4.224 -5.357 24.302  0.21
H19 -4.849 -3.712 24.090  0.30
H20 -3.132 -4.072 24.469  0.27
H21 -7.655 -6.221 20.917  0.23
H22 -6.947 -4.840 20.377  0.21
C9 5.733 -4.733 19.339  -1.39
C10 4.738 -4.503 20.472  0.42
C11 3.286 -4.335 19.854  -0.70
O3 3.290 -3.160 19.108  -0.29
C12 2.039 -2.863 18.421  -0.75
N3 4.866 -5.572 21.461  -0.72
H23 6.751 -4.790 19.722  0.40
H24 5.779 -3.846 18.707  0.33
H25 5.425 -5.519 18.649  0.31
H26 5.065 -3.551 20.890  0.24
H27 2.595 -4.323 20.697  0.39
H28 2.918 -5.198 19.298  0.37
H29 2.018 -1.850 18.019  0.26
H30 1.168 -2.987 19.064  0.29
H31 1.905 -3.501 17.547  0.30
H32 5.833 -5.671 21.736  0.29
H33 4.650 -6.475 21.064  0.25
C13 -3.577 18.521 15.470  -1.08
C14 -4.066 18.692 16.920  -0.17
O4 -4.759 17.466 17.310  -0.30
C15 -4.121 16.457 17.926  0.72
O5 -2.966 16.460 18.423  -0.58
O6 -4.901 15.309 17.942  -0.30
C16 -4.388 14.026 18.360  -0.62
H34 -4.328 18.262 14.724  0.29
H35 -2.784 17.776 15.533  0.29
H36 -3.062 19.392 15.063  0.38
H37 -4.790 19.500 16.812  0.24
H38 -3.287 19.005 17.616  0.32
H39 -5.137 13.262 18.571  0.25
H40 -3.877 14.171 19.311  0.29
H41 -3.794 13.557 17.576  0.27
C17 -2.973 10.311 11.772  -1.20
C18 -2.894 9.883 10.295  -0.16
O7 -1.706 9.043 10.183  -0.24
C19 -1.580 8.565 8.953  0.70
O8 -2.419 8.689 8.064  -0.55
O9 -0.364 7.954 8.858  -0.31
C20 -0.165 7.066 7.800  -0.65
H42 -3.091 9.515 12.507  0.28
H43 -3.612 11.140 12.076  0.37
H44 -1.964 10.689 11.938  0.32
H45 -2.776 10.745 9.638  0.31
H46 -3.821 9.362 10.055  0.30
H47 -0.872 6.237 7.844  0.30
H48 0.830 6.631 7.894  0.24
H49 -0.139 7.536 6.817  0.29
C21 -7.273 5.155 13.182  -1.20
C22 -6.661 5.771 14.440  -0.15
O10 -6.260 4.715 15.246  -0.21
C23 -5.488 4.891 16.386  0.67
O11 -5.213 5.972 16.906  -0.57
O12 -5.041 3.670 16.814  -0.30
C24 -4.309 3.437 18.042  -0.63
H50 -7.462 5.958 12.470  0.37
H51 -8.158 4.554 13.389  0.30
H52 -6.532 4.483 12.750  0.32
H53 -7.404 6.407 14.920  0.29
H54 -5.816 6.373 14.106  0.28
H55 -4.477 4.283 18.708  0.32
H56 -3.241 3.317 17.856  0.27
H57 -4.527 2.480 18.516  0.24
C25 -9.465 0.151 6.621  -1.04
C26 -10.187 -1.003 5.898  -0.27
O13 -9.305 -2.103 5.842  -0.28
C27 -9.684 -3.266 6.476  0.73
O14 -10.685 -3.459 7.149  -0.56
O15 -8.798 -4.187 6.014  -0.30
C28 -8.645 -5.397 6.723  -0.67
H58 -8.573 0.553 6.140  0.29
H59 -9.031 -0.267 7.529  0.29
H60 -10.172 0.958 6.809  0.33
H61 -10.387 -0.707 4.868  0.26
H62 -11.176 -1.250 6.285  0.36
H63 -7.975 -5.306 7.578  0.29
H64 -8.131 -6.121 6.090  0.22
H65 -9.587 -5.693 7.182  0.33
C29 -10.790 0.981 20.787  -0.97
C30 -9.556 1.452 20.040  -0.21
O16 -9.801 1.597 18.596  -0.33
C31 -9.755 0.570 17.769  0.76
O17 -9.293 -0.546 17.996  -0.60
O18 -10.300 1.021 16.637  -0.31
C32 -10.358 0.283 15.458  -0.64
H66 -11.432 1.758 21.200  0.29
H67 -10.541 0.311 21.610  0.31
H68 -11.354 0.369 20.083  0.29
H69 -8.720 0.765 20.171  0.30
H70 -9.224 2.403 20.457  0.29
H71 -11.326 0.380 14.966  0.23
H72 -10.171 -0.772 15.660  0.34
H73 -9.601 0.669 14.775  0.23
C33 4.323 -2.326 12.593  -1.14
C34 3.320 -1.743 11.616  -0.24
O19 2.539 -0.729 12.244  -0.25
C35 1.569 -0.116 11.599  0.74
O20 1.393 -0.208 10.396  -0.57
O21 0.980 0.742 12.461  -0.29
C36 0.153 1.753 11.866  -0.72
H74 3.749 -2.695 13.443  0.30
H75 4.964 -1.511 12.930  0.31
H76 4.804 -3.141 12.052  0.36
H77 2.721 -2.536 11.170  0.34
H78 3.931 -1.213 10.885  0.28
H79 0.585 2.751 11.801  0.29
H80 -0.767 1.833 12.444  0.28
H81 -0.271 1.643 10.868  0.32
C37 -3.243 2.878 25.802  -0.92
C38 -4.470 2.916 26.692  -0.32
O22 -5.576 3.573 26.091  -0.31
C39 -5.878 4.844 26.365  0.75
O23 -5.160 5.607 26.973  -0.56
O24 -7.030 5.129 25.777  -0.31
C40 -7.527 6.456 25.909  -0.66
H82 -2.955 3.906 25.582  0.26
H83 -3.507 2.301 24.915  0.27
H84 -2.406 2.382 26.293  0.34
H85 -4.311 3.199 27.732  0.38
H86 -4.954 1.942 26.766  0.25
H87 -6.730 7.167 25.693  0.30
H88 -7.927 6.628 26.908  0.28
H89 -8.299 6.738 25.194  0.25
C41 0.149 7.151 22.469  -1.04
C42 1.645 6.909 22.178  -0.21
O25 1.867 5.530 21.774  -0.31
C43 2.227 4.617 22.736  0.76
O26 2.573 4.805 23.911  -0.58
O27 2.037 3.388 22.177  -0.30
C44 2.246 2.203 22.918  -0.65
H90 -0.529 6.837 21.675  0.28
H91 -0.229 8.166 22.594  0.38
H92 0.018 6.652 23.429  0.26
H93 2.202 7.130 23.089  0.28
H94 1.969 7.611 21.410  0.32
H95 3.052 1.645 22.440  0.25
H96 1.392 1.527 22.864  0.25
H97 2.353 2.379 23.988  0.32
C45 -10.609 8.630 19.449  -0.20
Cl1 -10.156 9.959 20.676  -0.16
Cl2 -11.795 7.490 20.199  -0.15
H98 -11.024 9.019 18.519  0.27
H99 -9.759 8.013 19.157  0.23
C46 -14.713 6.298 11.069  -0.23
Cl3 -14.246 4.627 10.566  -0.14
Cl4 -16.127 6.220 12.222  -0.15
H100 -13.890 6.829 11.548  0.27
H101 -15.043 6.867 10.200  0.25

Calculated values
frontier orbital gap: 9.1426 eV
net charge: 0

Molecular formula: C46H102BBrCl2IN11O11S
Method: DFT, ωB97M-V with the def2-TZVPD basis set

Each line ends with the Mulliken charge.
Cartesian coordinates (Å):
C1 -3.248 0.127 -4.031  -1.43
C2 -3.327 1.541 -3.309  0.15
Cl1 -5.028 1.723 -2.707  0.07
C3 -2.166 1.864 -2.325  -1.28
C4 -2.279 1.440 -0.820  0.86
C5 -3.354 2.197 0.030  -0.43
C6 -3.713 3.669 -0.391  -0.56
C7 -3.626 4.701 0.823  -1.06
I1 -5.413 5.988 0.737  -0.05
O1 -0.956 1.334 -0.293  0.55
C8 -0.269 2.389 0.282  -0.01
Br1 -0.337 4.202 -0.499  -0.12
C9 1.270 1.973 0.141  -1.22
C10 1.640 1.714 -1.378  0.12
C11 3.101 2.205 -1.717  -1.13
C12 4.176 1.310 -0.997  0.01
N1 4.257 0.019 -1.752  -0.70
B1 -0.407 2.579 1.895  0.49
O2 -1.232 1.766 2.706  -0.37
O3 0.355 3.590 2.570  -0.52
C13 -2.741 -0.101 -0.748  -2.06
C14 -1.618 -1.044 -1.352  -0.81
C15 -2.076 -2.536 -1.537  0.17
C16 -1.382 -3.114 -2.837  -0.50
S1 -1.130 -4.943 -2.699  -0.31
N2 -3.181 -0.498 0.594  1.19
C17 -2.181 -1.153 1.410  0.52
C18 -2.549 -1.276 2.940  -0.37
C19 -1.472 -2.203 3.614  -0.30
N3 -0.280 -1.385 3.957  -0.66
C20 -4.525 -1.055 0.675  -0.48
C21 -4.671 -2.619 0.540  -0.54
C22 -5.599 -3.264 1.658  -0.60
Cl2 -6.734 -4.448 0.874  -0.22
H1 -3.776 -0.672 -3.473  0.21
H2 -3.786 0.261 -5.000  0.56
H3 -2.183 -0.112 -4.248  0.26
H4 -3.230 2.261 -4.157  0.12
H5 -1.925 2.946 -2.471  0.56
H6 -1.257 1.342 -2.719  0.25
H7 -3.182 2.184 1.125  0.15
H8 -4.309 1.634 -0.112  0.03
H9 -3.106 4.108 -1.205  0.15
H10 -4.773 3.725 -0.732  0.48
H11 -2.758 5.370 0.681  0.47
H12 -3.665 4.206 1.811  0.48
H13 1.926 2.802 0.474  0.58
H14 1.473 1.012 0.669  0.28
H15 1.549 0.633 -1.648  0.04
H16 0.965 2.257 -2.077  0.04
H17 3.267 2.226 -2.822  0.50
H18 3.159 3.276 -1.394  0.31
H19 5.173 1.809 -0.908  0.19
H20 3.788 1.103 0.032  0.17
H21 3.442 -0.511 -1.441  0.22
H22 5.060 -0.469 -1.354  0.28
H23 -1.918 2.351 3.050  0.24
H24 1.017 3.074 3.052  0.30
H25 -3.626 -0.267 -1.410  1.23
H26 -1.294 -0.699 -2.364  0.81
H27 -0.690 -1.058 -0.742  -0.08
H28 -3.164 -2.532 -1.757  -0.07
H29 -1.782 -3.195 -0.695  -0.39
H30 -2.062 -2.958 -3.712  0.30
H31 -0.429 -2.600 -3.083  0.45
H32 -0.207 -5.286 -3.663  0.18
H33 -1.923 -2.200 1.101  -0.51
H34 -1.221 -0.585 1.368  -0.34
H35 -3.531 -1.799 3.083  0.43
H36 -2.668 -0.288 3.435  0.15
H37 -1.226 -2.979 2.845  0.05
H38 -1.958 -2.660 4.509  0.21
H39 0.419 -2.042 4.306  0.31
H40 0.056 -1.009 3.070  0.22
H41 -5.245 -0.597 -0.045  -0.01
H42 -4.931 -0.785 1.687  0.68
H43 -5.147 -2.827 -0.450  0.64
H44 -3.725 -3.192 0.556  -0.05
H45 -4.922 -3.796 2.363  0.33
H46 -6.125 -2.462 2.219  0.35
C23 4.788 -5.677 -5.557  -0.83
N4 3.351 -5.487 -5.586  -0.16
C24 2.385 -6.285 -5.062  0.84
C25 2.816 -7.539 -4.348  -1.34
O4 1.207 -5.975 -5.177  -0.70
H47 5.244 -4.821 -5.055  0.28
H48 5.157 -5.721 -6.583  0.29
H49 5.066 -6.588 -5.036  0.32
H50 2.986 -4.669 -6.048  0.23
H51 1.936 -8.065 -3.988  0.26
H52 3.357 -8.195 -5.032  0.42
H53 3.445 -7.289 -3.492  0.37
C26 -6.758 4.319 -6.293  -0.96
N5 -5.526 4.184 -5.540  -0.01
C27 -4.261 4.472 -5.937  0.98
C28 -4.065 5.002 -7.333  -1.48
O5 -3.321 4.298 -5.171  -0.65
H54 -7.423 4.999 -5.758  0.30
H55 -7.236 3.340 -6.361  0.30
H56 -6.582 4.703 -7.294  0.37
H57 -5.579 3.834 -4.594  0.08
H58 -3.006 5.183 -7.501  0.31
H59 -4.413 4.273 -8.067  0.38
H60 -4.601 5.945 -7.458  0.38
C29 9.374 4.077 -2.645  -0.90
N6 8.313 3.173 -2.237  -0.09
C30 8.308 2.287 -1.211  0.72
C31 9.545 2.195 -0.355  -1.33
O6 7.321 1.593 -1.002  -0.63
H61 8.997 5.099 -2.599  0.29
H62 9.648 3.851 -3.674  0.33
H63 10.251 3.988 -2.009  0.30
H64 7.453 3.178 -2.764  0.22
H65 9.388 1.447 0.419  0.29
H66 10.401 1.894 -0.960  0.37
H67 9.744 3.154 0.125  0.37
C32 2.065 -4.800 -0.791  -0.92
N7 0.787 -4.715 -0.115  0.07
C33 0.542 -4.422 1.189  1.05
C34 1.719 -4.141 2.086  -1.34
O7 -0.611 -4.392 1.599  -0.78
H68 2.076 -4.078 -1.611  0.26
H69 2.177 -5.804 -1.204  0.31
H70 2.894 -4.593 -0.120  0.41
H71 -0.051 -4.890 -0.654  -0.08
H72 1.361 -3.927 3.091  0.12
H73 2.374 -5.013 2.132  0.48
H74 2.273 -3.274 1.722  0.31
C35 -7.923 1.688 -0.783  -0.64
N8 -8.527 1.260 -2.029  -0.01
C36 -9.847 1.129 -2.327  0.78
C37 -10.847 1.459 -1.249  -1.23
O8 -10.191 0.754 -3.438  -0.67
H75 -7.318 2.575 -0.979  0.23
H76 -7.274 0.887 -0.421  0.03
H77 -8.667 1.918 -0.026  0.39
H78 -7.919 1.022 -2.798  0.14
H79 -11.851 1.306 -1.636  0.31
H80 -10.704 0.804 -0.388  0.33
H81 -10.747 2.503 -0.947  0.34
C38 -1.370 -4.257 9.249  -0.89
N9 -0.324 -4.028 8.274  -0.07
C39 -0.187 -4.574 7.040  0.87
C40 -1.238 -5.551 6.580  -1.40
O9 0.767 -4.269 6.335  -0.67
H82 -1.852 -3.307 9.466  0.31
H83 -0.915 -4.640 10.163  0.20
H84 -2.114 -4.966 8.892  0.39
H85 0.414 -3.383 8.513  0.20
H86 -0.990 -5.897 5.579  0.27
H87 -1.268 -6.414 7.248  0.45
H88 -2.215 -5.067 6.548  0.37
C41 1.365 -2.938 13.805  -0.88
N10 0.843 -2.838 12.456  -0.15
C42 -0.194 -2.082 12.007  0.83
C43 -0.922 -1.221 13.005  -1.40
O10 -0.509 -2.114 10.825  -0.61
H89 2.415 -2.640 13.797  0.29
H90 1.295 -3.977 14.132  0.29
H91 0.819 -2.306 14.499  0.34
H92 1.281 -3.386 11.732  0.23
H93 -1.718 -0.681 12.497  0.30
H94 -1.367 -1.841 13.785  0.37
H95 -0.238 -0.495 13.447  0.38
C44 11.977 8.396 -6.630  -0.84
N11 10.911 7.497 -6.233  -0.20
C45 10.897 6.606 -5.208  0.79
C46 12.129 6.506 -4.346  -1.09
O11 9.907 5.917 -5.008  -0.61
H96 11.607 9.422 -6.582  0.28
H97 12.260 8.172 -7.660  0.28
H98 12.849 8.299 -5.989  0.32
H99 10.054 7.508 -6.764  0.24
H100 11.965 5.756 -3.575  0.13
H101 12.987 6.203 -4.947  0.35
H102 12.329 7.463 -3.861  0.35

Calculated values
frontier orbital gap: 8.2526 eV
net charge: 0